Entry from the Open Molecules 2025 dataset: an isolated ion of composition C6H10N and charge +1 (wB97M-V/def2-TZVPD).

Total energy: -7863.5443 eV
SMILES: C[C@]12CC1=CC[NH2+]2
LUMO: -3.84 eV
ΔE to the lowest compared entry with this formula, charge and spin: 270.53 kJ/mol
Charge: +1

Element x y z (Å)
H -0.750 -1.930 1.169
H -1.384 1.109 -2.074
H 0.632 -1.409 2.192
H 0.243 0.726 1.843
H -2.127 1.332 -0.593
N -0.387 0.122 1.199
C 1.332 -1.358 0.124
H -1.871 -0.374 -1.371
C -1.453 0.601 -1.125
H 0.890 1.456 -1.807
C 0.178 -1.320 1.193
H -1.379 0.335 1.353
C -0.215 0.511 -0.361
C 1.032 -0.329 -0.729
H 2.172 -2.099 0.206
H 1.980 1.534 -0.366
C 1.105 1.092 -0.854

Atom-resolved charges from natural (NBO), all expressed in e: 0.24, 0.27, 0.23, 0.45, 0.24, -0.55, -0.19, 0.25, -0.68, 0.25, -0.23, 0.45, 0.10, 0.02, 0.27, 0.27, -0.41